(1)
The following is a DFT calculation (ωB97M-V/def2-TZVPD) of 7 unconnected molecules or ions with the total composition C5H25NO7.

Cartesian coordinates (Å):
1 C 2.919 1.576 2.526
2 C 1.915 0.612 1.979
3 C 0.946 1.151 0.916
4 C 1.450 0.818 -0.520
5 O 2.734 1.367 -0.779
6 N -0.441 0.593 0.853
7 C -1.401 1.180 1.834
8 H 3.720 1.087 3.158
9 H 3.422 2.084 1.750
10 H 2.543 2.310 3.228
11 H 2.425 -0.269 1.560
12 H 1.361 0.101 2.775
13 H 0.884 2.234 0.831
14 H 0.701 1.253 -1.147
15 H 1.384 -0.262 -0.753
16 H 3.376 0.762 -0.351
17 H -0.288 -0.340 1.244
18 H -0.879 0.922 2.824
19 H -2.393 0.684 1.807
20 H -1.438 2.273 1.906
21 O -2.085 -1.887 1.238
22 H -2.108 -2.369 2.081
23 H -1.404 -2.290 0.671
24 O -0.549 -4.414 -0.653
25 H -1.484 -4.519 -0.411
26 H -0.100 -4.637 0.170
27 O -1.712 -1.082 -3.500
28 H -2.284 -0.427 -3.056
29 H -2.308 -1.610 -4.047
30 O 2.113 -2.565 -1.662
31 H 1.302 -2.949 -1.393
32 H 2.435 -2.603 -2.542
33 O -1.889 4.144 -0.221
34 H -2.845 4.128 -0.073
35 H -1.721 3.331 -0.727
36 O -2.580 0.068 -1.142
37 H -1.690 0.412 -1.014
38 H -2.534 -0.819 -0.722

Calculated values
HOMO-LUMO gap = 8.85 eV
energy relative to the best compared isomer or geometry (same formula, charge and spin) = 38.1 kcal per mole
max |F| = 0.05859 hartree/bohr
structure (SMILES) = CC[C@@H](CO)NC.O.O.O.O.O.O

=====

(2)
The following is a DFT calculation (ωB97M-V/def2-TZVPD) of 10 unconnected molecules or ions with the total composition H20O10.

Cartesian coordinates (Å):
1 O 3.273 -0.368 -0.332
2 H 2.884 0.523 -0.300
3 H 4.169 -0.162 -0.580
4 O -2.770 1.283 0.000
5 H -2.616 1.571 0.867
6 H -2.078 0.703 -0.291
7 O -1.830 -1.950 2.066
8 H -1.029 -1.515 1.889
9 H -2.442 -1.347 2.367
10 O 1.887 -0.608 -2.828
11 H 2.309 -0.576 -1.967
12 H 2.387 0.011 -3.380
13 O 0.468 2.314 1.191
14 H 0.458 3.267 1.088
15 H 1.268 2.099 0.756
16 O -2.508 2.628 2.505
17 H -2.745 3.529 2.763
18 H -1.593 2.681 2.220
19 O -0.160 -0.273 0.791
20 H -0.178 0.652 1.008
21 H 0.671 -0.449 0.386
22 O -2.246 -1.405 -0.820
23 H -2.372 -2.298 -1.128
24 H -1.894 -1.521 0.052
25 O -0.694 0.325 -2.427
26 H 0.122 0.047 -2.805
27 H -1.012 -0.350 -1.839
28 O 2.395 -2.987 -0.359
29 H 2.846 -2.132 -0.349
30 H 3.035 -3.689 -0.534

Calculated values
HOMO-LUMO gap = 9.06 eV
energy relative to the best compared isomer or geometry (same formula, charge and spin) = 76.4 kcal per mole
max |F| = 0.07038 hartree/bohr
structure (SMILES) = O.O.O.O.O.O.O.O.O.O

=====

(3)
The following is a DFT calculation (ωB97M-V/def2-TZVPD) of 2 unconnected molecules or ions with the total composition CH4S2.

Cartesian coordinates (Å):
1 C -1.557 0.944 -0.013
2 S -1.165 -0.612 -0.004
3 H -2.582 1.285 -0.174
4 H -0.816 1.730 0.142
5 S 1.779 -0.029 -0.021
6 H 0.714 0.353 0.697
7 H 2.202 1.230 -0.198

Calculated values
HOMO-LUMO gap = 7.99 eV
energy relative to the best compared isomer or geometry (same formula, charge and spin) = 39.4 kcal per mole
max |F| = 0.03255 hartree/bohr
structure (SMILES) = C=S.S

=====

(4)
The following is a DFT calculation (ωB97M-V/def2-TZVPD) of a gas-phase ion, C5H6BrF2N2O (charge +1).

Cartesian coordinates (Å):
1 O -0.431 -1.073 1.551
2 C -0.649 0.262 1.265
3 N 0.711 0.924 1.404
4 C 1.571 1.030 0.380
5 N 1.339 0.408 -0.736
6 C 0.260 -0.160 -1.035
7 C 0.164 -1.306 -1.977
8 F 0.597 -2.468 -1.516
9 F -1.058 -1.637 -2.375
10 C -1.179 0.412 -0.200
11 Br -1.485 2.181 -0.586
12 H -0.474 -1.284 2.458
13 H -1.203 1.017 1.893
14 H 0.789 1.444 2.262
15 H 2.442 1.538 0.422
16 H 0.579 -0.962 -2.957
17 H -1.970 -0.325 -0.254

Calculated values
total charge = +1
HOMO-LUMO gap = 8.37 eV
energy relative to the best compared isomer or geometry (same formula, charge and spin) = 57.3 kcal per mole
max |F| = 0.09469 hartree/bohr
structure (SMILES) = O[C@H]1[NH+]=CN=C(C(F)F)[C@@H]1Br